(1)
C2H13NO4 | ωB97M-V/def2-TZVPD

## Properties
Gap between HOMO and LUMO (alpha / beta), Ha: 0.405 / 0.233
E_HOMO (alpha / beta), eV: -14.696 / -14.695
Total charge: +1
Energy relative to the best compared isomer or geometry (same formula, charge and spin), eV: 0.8010
Multiplicity: 2

Structure (XYZ):
```
20
Properties=species:S:1:pos:R:3:forces:R:3:lowdin_charge:R:1
C 2.077 -1.927 1.410 -0.05 -0.70 -0.55 0.141
C 1.002 -1.963 0.603 1.12 -0.25 -0.28 -0.153
N 0.314 -0.922 0.001 -0.40 -0.14 0.41 0.321
H 2.710 -1.120 1.755 -0.55 0.39 -0.05 0.092
H 2.339 -2.913 1.782 0.22 0.15 -0.01 0.091
H 0.628 -2.947 0.292 -0.68 0.17 0.67 0.157
H -0.649 -0.811 0.353 -0.52 -0.07 -0.57 0.128
H 0.605 -0.428 -0.851 -0.07 0.23 0.35 0.126
H 2.165 0.435 -0.599 0.68 -0.07 0.48 0.005
H 2.893 1.537 -1.367 -0.32 -0.12 -0.07 0.087
O 2.030 1.108 -1.257 -0.09 0.28 -0.32 -0.027
H -3.364 -1.031 1.671 -0.20 0.07 0.41 0.044
H -2.656 0.147 0.915 -0.56 -0.26 0.25 0.006
O -2.846 -0.814 0.901 1.18 0.44 -0.74 -0.061
H -1.248 1.952 0.089 -0.40 -0.12 0.15 0.025
H -2.160 2.865 0.835 -0.40 0.29 0.28 0.059
O -1.849 1.960 0.858 0.78 -0.30 -0.64 -0.051
H -1.136 2.038 -2.939 -0.11 -0.61 0.53 0.073
H 0.058 1.459 -2.199 -0.47 0.00 -0.08 0.008
O -0.915 1.374 -2.253 0.84 0.64 -0.23 -0.071
```
Positions in Å, forces in eV/Å.


(2)
C4H8FN2 | ωB97M-V/def2-TZVPD

## Properties
Gap between HOMO and LUMO, Ha: 0.392
E_HOMO, eV: -14.141
Total charge: +1
Energy relative to the best compared isomer or geometry (same formula, charge and spin), eV: 2.3468

Structure (XYZ):
```
15
Properties=species:S:1:pos:R:3:forces:R:3:lowdin_charge:R:1
C -1.282 0.250 -0.026 0.95 -2.98 0.06 -0.097
C -0.321 -0.696 -0.054 2.90 3.57 -0.07 -0.094
C 1.528 -0.037 -0.100 -4.54 -4.74 1.60 -0.209
C -2.795 0.162 0.010 2.32 1.48 -0.59 -0.031
N 1.784 1.205 -0.080 2.46 0.59 -0.85 0.217
N 2.342 -1.067 0.072 1.69 2.05 -0.22 0.183
F -0.243 -2.004 -0.033 -0.43 0.25 -0.14 0.108
H -0.912 1.228 0.095 0.54 1.07 -0.23 0.079
H -3.102 -0.835 0.015 -0.79 -1.46 0.49 0.061
H -2.970 0.768 0.914 -1.12 -0.34 -0.65 0.104
H -3.074 0.588 -0.973 -0.51 0.27 0.87 0.106
H 1.068 1.874 0.004 -0.71 0.99 -0.24 0.114
H 2.750 1.453 -0.320 -0.60 0.65 0.47 0.166
H 1.823 -1.905 0.210 0.38 -1.05 -0.01 0.098
H 3.403 -0.985 0.266 -2.54 -0.36 -0.48 0.196
```
Positions in Å, forces in eV/Å.


(3)
H2N3O2S | ωB97M-V/def2-TZVPD

## Properties
Gap between HOMO and LUMO, Ha: 0.276
E_HOMO, eV: -3.403
Total charge: -1
Energy relative to the best compared isomer or geometry (same formula, charge and spin), eV: 2.0651

Structure (XYZ):
```
8
Properties=species:S:1:pos:R:3:forces:R:3:lowdin_charge:R:1
N 0.042 1.176 1.794 0.69 0.36 3.86 -0.237
N 0.128 -0.685 -1.768 0.12 0.82 1.07 -0.406
N 0.226 0.121 1.231 -1.00 -0.17 -4.04 -0.499
O 0.737 -0.934 1.528 1.29 -2.30 0.72 -0.149
O -0.590 2.038 1.178 -1.03 1.89 -1.49 -0.354
S -0.329 0.660 -0.673 -0.16 0.62 -0.34 0.715
H -0.747 -1.014 -2.154 -0.01 -0.50 0.37 -0.038
H 0.533 -1.362 -1.136 0.11 -0.72 -0.15 -0.032
```
Positions in Å, forces in eV/Å.


(4)
C15H35NO9 | ωB97M-V/def2-TZVPD

## Properties
Gap between HOMO and LUMO, Ha: 0.347
E_HOMO, eV: -9.791
Energy relative to the best compared isomer or geometry (same formula, charge and spin), eV: 0.3263

Structure (XYZ):
```
60
Properties=species:S:1:pos:R:3:forces:R:3:lowdin_charge:R:1
C -3.464 5.782 0.360 0.22 -0.43 0.30 -0.069
C -2.708 4.484 0.627 0.39 -0.36 0.31 -0.404
C -1.760 4.636 1.839 -0.97 0.12 0.03 -0.042
C -2.013 3.929 -0.620 0.53 1.07 0.29 -0.327
C -0.887 4.825 -1.154 -0.21 -0.61 -0.54 -0.037
C -1.521 2.505 -0.438 -0.83 -0.22 -1.44 -0.110
O -0.104 2.352 -0.114 -0.67 0.74 0.44 0.017
C 0.040 1.143 0.399 -0.57 -1.68 0.06 -0.206
C 0.557 0.710 1.546 0.38 0.69 -0.65 -0.142
N 1.238 1.467 2.495 0.64 -0.45 0.03 0.142
C 0.083 -0.711 1.664 -0.12 2.21 -1.96 -0.395
O -0.415 -1.120 2.614 -0.74 -2.42 3.62 0.232
O -0.177 -1.244 0.401 0.06 0.96 0.34 0.133
C -0.157 -0.104 -0.401 1.52 0.07 1.21 -0.385
O 0.166 -0.199 -1.520 -0.54 -0.25 -3.02 0.194
H -4.102 5.704 -0.516 -0.01 0.05 -0.18 0.072
H -4.103 5.970 1.219 -0.07 0.29 0.08 0.082
H -2.758 6.604 0.253 -0.12 0.20 -0.11 0.074
H -3.455 3.739 0.910 -0.11 -0.13 -0.13 0.118
H -1.529 5.691 1.972 0.54 -0.02 -0.02 0.077
H -2.316 4.346 2.729 0.09 -0.01 0.20 0.078
H -0.875 4.009 1.794 0.17 0.11 -0.13 0.062
H -2.794 3.936 -1.378 -0.04 -0.45 -0.19 0.131
H -1.214 5.852 -1.269 0.06 0.21 0.21 0.076
H -0.649 4.469 -2.158 0.16 0.05 -0.10 0.087
H 0.031 4.735 -0.583 -0.03 0.27 0.25 0.077
H -2.185 1.988 0.256 0.44 -0.03 0.54 0.141
H -1.663 1.976 -1.384 0.15 0.00 -0.09 0.138
H 1.271 2.444 2.223 -0.39 0.02 -0.03 0.095
H 2.209 1.163 2.413 -0.02 -0.03 0.71 0.114
C 2.597 -2.762 -2.407 -0.27 0.24 0.22 -0.143
O 2.525 -2.178 -1.112 0.19 -0.15 0.12 -0.131
H 3.573 -3.230 -2.521 0.02 0.03 0.05 0.071
H 1.817 -3.521 -2.517 0.07 -0.04 -0.23 0.064
H 2.474 -1.993 -3.172 0.02 -0.14 -0.15 0.084
H 1.655 -1.771 -1.032 0.03 -0.02 -0.07 0.028
C 0.476 -5.498 -0.630 0.36 0.13 -0.07 -0.149
O 1.604 -6.232 -1.101 -0.08 -0.06 0.13 -0.124
H -0.369 -6.176 -0.544 0.07 -0.08 -0.04 0.085
H 0.696 -5.069 0.353 -0.21 0.13 -0.01 0.077
H 0.228 -4.701 -1.335 -0.17 0.07 0.14 0.067
H 2.340 -5.614 -1.168 -0.01 -0.09 -0.01 0.069
C 6.804 -3.953 -1.555 -0.29 0.24 0.24 -0.165
O 6.734 -3.366 -0.260 0.05 -0.03 -0.03 -0.126
H 7.780 -4.419 -1.666 0.01 0.02 0.06 0.077
H 6.028 -4.715 -1.664 0.08 -0.06 -0.18 0.070
H 6.683 -3.184 -2.323 0.03 -0.13 -0.14 0.074
H 5.867 -2.957 -0.174 0.07 -0.02 0.04 0.067
C 2.341 -6.464 3.024 -0.12 -0.04 -0.35 -0.165
O 2.349 -7.372 1.929 -0.02 0.08 0.16 -0.124
H 2.876 -6.924 3.851 0.01 -0.04 -0.03 0.075
H 2.841 -5.530 2.751 0.00 0.05 0.15 0.074
H 1.315 -6.250 3.337 0.05 0.08 0.13 0.075
H 1.875 -6.953 1.203 0.13 -0.17 -0.18 0.034
C -6.506 3.601 -0.964 0.07 -0.27 0.13 -0.156
O -5.409 2.703 -1.121 0.04 0.05 0.03 -0.133
H -6.318 4.476 -1.581 0.05 -0.03 -0.02 0.075
H -7.436 3.128 -1.287 -0.06 0.12 0.00 0.076
H -6.598 3.913 0.080 -0.09 0.10 -0.04 0.077
H -5.587 1.934 -0.571 0.05 0.02 -0.08 0.076
```
Positions in Å, forces in eV/Å.


(5)
C7H12N2O | ωB97M-V/def2-TZVPD

## Properties
Gap between HOMO and LUMO (alpha / beta), Ha: 0.288 / 0.288
E_HOMO (alpha / beta), eV: -7.280 / -7.280
Energy relative to the best compared isomer or geometry (same formula, charge and spin), eV: 8.7121

Structure (XYZ):
```
22
Properties=species:S:1:pos:R:3:forces:R:3:lowdin_charge:R:1
C 2.489 -0.545 -1.708 0.03 0.25 0.08 -0.102
C -2.458 0.674 1.730 -0.30 0.32 0.28 -0.117
N 0.367 -0.182 0.306 4.45 -4.20 -3.37 0.008
C -0.500 0.406 -0.428 -3.38 4.00 5.10 -0.375
C 1.194 -1.154 -1.308 0.24 0.04 1.50 -0.202
C -1.155 1.271 1.363 -0.41 -0.83 -2.38 -0.234
C 0.684 -2.309 -1.690 -0.09 0.16 0.62 0.000
C -0.513 2.301 1.865 0.20 -0.07 0.15 -0.019
O -0.019 -1.221 1.157 -0.42 0.62 -0.28 -0.011
N -0.865 1.075 -1.387 -0.20 -0.47 -1.16 0.189
H 0.724 -1.274 1.775 -0.10 0.13 -0.13 0.123
H -0.577 0.732 -2.300 0.35 -0.08 -0.20 0.069
H 3.104 -0.329 -0.831 -0.06 0.01 -0.05 0.075
H 2.344 0.400 -2.240 -0.01 -0.04 0.09 0.075
H 3.057 -1.211 -2.371 -0.17 0.00 0.08 0.079
H -2.914 1.205 2.575 0.00 -0.08 0.02 0.074
H -3.156 0.732 0.891 0.05 -0.04 -0.02 0.076
H -2.342 -0.378 1.997 -0.01 0.05 -0.01 0.065
H 1.250 -3.003 -2.314 -0.14 0.34 -0.24 0.066
H -0.254 -2.678 -1.292 0.00 -0.01 0.06 0.057
H 0.473 2.598 1.528 -0.05 0.08 -0.20 0.048
H -0.934 2.889 2.681 0.01 -0.16 0.05 0.056
```
Positions in Å, forces in eV/Å.


(6)
CH3IO2 | ωB97M-V/def2-TZVPD

## Properties
Gap between HOMO and LUMO, Ha: 0.310
E_HOMO, eV: -8.622
Energy relative to the best compared isomer or geometry (same formula, charge and spin), eV: 3.0924

Structure (XYZ):
```
7
Properties=species:S:1:pos:R:3:forces:R:3:lowdin_charge:R:1
C -0.505 0.000 0.415 1.84 -0.47 -3.75 -0.076
O -1.495 0.127 -0.496 1.25 0.82 0.43 0.023
O 1.050 -0.456 -0.597 -1.77 0.30 0.65 -0.991
I 2.857 -0.492 0.190 -0.74 0.11 0.07 0.722
H 0.079 0.864 0.711 -0.73 -0.12 0.87 0.097
H -0.658 -0.966 0.806 0.36 -0.47 1.65 0.102
H -1.329 0.923 -1.028 -0.21 -0.16 0.07 0.123
```
Positions in Å, forces in eV/Å.